The following is a DFT calculation (wB97M-V/def2-TZVPD) of a molecular structure, C33H78AlBrN10O11P at a distorted geometry.

Its spin multiplicity is 1. The value obtained for the LUMO energy is 0.0379 hartree. Its charge is -1. The orbital gap comes out at 3.486 eV. The HOMO energy is -2.455 eV.

Each line ends with the Löwdin charge.
Element x y z (Å)
1 Br -0.997 -0.923 7.801  0.4578
2 P -1.314 -3.014 4.746  0.6940
3 Al 0.865 -2.290 5.317  -0.0036
4 O 5.065 2.829 6.151  0.0193
5 O -5.660 -0.720 -4.608  0.0113
6 O -6.420 5.229 -6.419  0.0079
7 O -1.311 -3.431 3.038  -0.4700
8 O 8.212 -4.079 -3.695  0.0119
9 O -6.268 10.848 -7.186  0.0179
10 O 5.302 -5.708 1.873  0.0161
11 O 5.850 -2.662 8.850  0.0093
12 O -1.969 -2.932 -3.474  0.0224
13 O -2.445 -1.694 4.846  -0.4855
14 O -4.091 -3.367 1.344  0.0137
15 N -2.784 -2.028 -5.358  0.0145
16 N -8.308 10.790 -8.117  0.0008
17 N -4.908 -2.464 -0.541  0.0056
18 N 4.144 -7.628 1.934  0.0079
19 N 1.752 -3.668 6.307  -0.0170
20 N -6.181 6.046 -8.495  0.0039
21 N 6.224 -2.155 11.004  -0.0040
22 N 5.180 3.164 3.937  -0.0017
23 N -6.084 1.169 -5.743  0.0073
24 N 7.800 -4.387 -1.511  0.0039
25 C 5.391 -2.469 9.971  -0.5291
26 C -6.226 0.368 -4.650  -0.5302
27 C 5.558 2.872 2.572  -0.0860
28 C 8.018 -4.237 -0.088  -0.0757
29 C -2.723 -1.362 -6.638  -0.0812
30 C 8.529 -3.856 -2.531  -0.5562
31 C -6.667 2.474 -5.974  -0.0886
32 C 5.873 -1.895 12.382  -0.0883
33 C 0.412 0.739 5.855  -0.3679
34 C 4.393 -6.459 -0.211  -0.0112
35 C 3.011 -3.862 5.920  -0.4547
36 C 5.462 2.442 5.058  -0.5561
37 C 0.616 -0.693 6.587  -0.7288
38 C -4.850 -1.799 -1.825  -0.0873
39 C -7.418 11.273 -7.205  -0.5470
40 C 4.654 -6.555 1.267  -0.5482
41 C -9.694 11.165 -8.293  -0.0796
42 C 6.262 1.179 4.897  -0.0113
43 C -2.481 -2.451 -0.174  0.0017
44 C 3.918 -2.567 10.261  0.0041
45 C 4.275 -2.937 6.321  -0.0790
46 C -5.576 7.464 -6.586  -0.0021
47 C -0.356 -2.016 -4.988  -0.0128
48 C -3.872 -2.799 0.277  -0.5307
49 C 3.362 -8.719 1.397  -0.0812
50 C -7.088 0.868 -3.524  -0.0070
51 C 1.417 1.000 4.612  -0.1661
52 C 3.368 -5.167 5.000  -0.0974
53 C -5.842 7.031 -9.499  -0.0800
54 C 9.715 -3.002 -2.174  -0.0194
55 C -7.900 12.326 -6.245  -0.0116
56 C -1.749 -2.364 -4.538  -0.5354
57 C -6.089 6.165 -7.141  -0.5255
58 H -7.284 2.805 -5.141  0.0791
59 H -3.304 -0.440 -6.573  0.0654
60 H -9.822 11.543 -9.310  0.0833
61 H 5.727 0.476 4.253  0.0873
62 H 2.177 0.163 4.428  0.0189
63 H -0.261 -0.934 -5.109  0.0844
64 H 4.357 -7.627 2.923  0.1390
65 H 4.648 2.780 1.976  0.0834
66 H 3.380 -2.823 9.347  0.0799
67 H -7.084 12.613 -5.580  0.0868
68 H 7.125 -3.786 0.349  0.0856
69 H 10.198 -2.649 -3.086  0.0810
70 H -3.172 -2.017 -7.388  0.0837
71 H 5.237 -3.264 5.755  0.0744
72 H 2.719 -6.075 5.261  0.0661
73 H 3.192 -8.617 0.326  0.0724
74 H 7.019 -4.948 -1.823  0.1297
75 H -5.072 6.608 -10.148  0.0830
76 H -6.736 7.240 -10.091  0.0791
77 H 0.363 -2.344 -4.236  0.0869
78 H -5.492 0.771 -6.459  0.1271
79 H -2.245 -3.519 2.724  -0.0153
80 H -2.387 -1.369 -0.296  0.0915
81 H -4.559 7.647 -6.942  0.0928
82 H 8.883 -3.615 0.134  0.0725
83 H 8.166 -5.230 0.341  0.0853
84 H -5.474 7.957 -9.060  0.0755
85 H -5.858 3.187 -6.130  0.0619
86 H 6.407 0.712 5.872  0.0856
87 H 6.153 3.707 2.194  0.0767
88 H -1.759 -2.777 0.577  0.0717
89 H -7.278 2.419 -6.878  0.0830
90 H -6.679 1.799 -3.124  0.0929
91 H 6.396 -2.618 13.012  0.0782
92 H -3.831 -1.561 -2.122  0.0681
93 H -6.533 5.148 -8.799  0.1409
94 H -0.129 -2.523 -5.929  0.0828
95 H -5.813 -2.728 -0.175  0.1359
96 H -8.719 11.933 -5.638  0.0871
97 H 3.734 -3.349 11.002  0.0870
98 H 2.045 1.953 4.850  0.0581
99 H -2.255 -2.959 -1.115  0.0639
100 H -0.694 0.910 5.540  0.0909
101 H -5.301 -2.456 -2.571  0.0804
102 H 7.243 1.409 4.474  0.0801
103 H 4.859 -5.555 -0.606  0.0700
104 H 7.198 -2.107 10.736  0.1370
105 H 4.470 -5.449 5.258  0.0598
106 H 9.391 -2.134 -1.595  0.0843
107 H -8.110 1.026 -3.877  0.0871
108 H 1.563 -1.884 3.953  -0.0686
109 H 4.639 3.999 4.119  0.1385
110 H 2.401 -8.739 1.915  0.0875
111 H -3.093 -1.725 4.100  0.0246
112 H 3.353 -4.902 3.884  0.0683
113 H 0.670 1.545 6.657  0.0897
114 H 1.509 -0.553 7.316  0.0419
115 H 4.094 -1.813 6.186  0.0731
116 H 3.895 -9.652 1.592  0.0794
117 H 0.797 1.256 3.680  0.0684
118 H -6.234 8.284 -6.883  0.0631
119 H -8.227 13.212 -6.795  0.0858
120 H 4.496 -3.147 7.442  0.0457
121 H 4.801 -1.974 12.556  0.0742
122 H -3.691 -2.290 -4.994  0.1226
123 H -7.918 10.087 -8.730  0.1351
124 H 3.544 -1.607 10.625  0.0912
125 H -5.433 -0.877 -1.757  0.0615
126 H -5.557 7.415 -5.496  0.0901
127 H -7.110 0.128 -2.724  0.0684
128 H -1.702 -1.126 -6.932  0.0730
129 H -10.009 11.927 -7.583  0.0750
130 H 3.318 -6.404 -0.399  0.0903
131 H 10.440 -3.588 -1.603  0.0829
132 H 6.208 -0.887 12.637  0.0801
133 H 4.823 -7.323 -0.724  0.0836
134 H -10.310 10.272 -8.162  0.0844
135 H 6.136 1.952 2.493  0.0736

Forces on atoms 1 to 6 (eV/Å):
Br 0.74 0.05 -0.20
P -2.00 -1.25 -0.59
Al 0.12 0.10 1.12
O 0.25 -0.13 -0.41
O -0.12 0.16 -0.01
O 0.01 0.59 -0.30

=====

The following is a DFT calculation (wB97M-V/def2-TZVPD) of a molecular structure, C33H78N10O13SZn at a distorted geometry.

Its spin multiplicity is 1. The value obtained for the LUMO energy is -0.0070 hartree. Its charge is 0. The orbital gap comes out at 8.053 eV. The energy above the lowest of the compared OMol25 structures with the same formula, charge and spin comes out at 0.0000 eV. The HOMO energy is -8.244 eV.

Each line ends with the Löwdin charge.
Element x y z (Å)
1 Zn 2.439 -0.106 1.328  0.5789
2 S 0.230 0.323 0.010  0.3224
3 O -1.099 -0.189 0.337  -0.3398
4 O 3.905 -1.493 0.782  0.0115
5 O 0.221 1.125 -1.215  -0.3536
6 O 0.239 -5.930 0.188  0.0259
7 O 3.821 5.541 -0.532  0.0202
8 O 3.364 1.167 -0.147  -0.0060
9 O 3.592 0.830 2.665  0.0187
10 O -2.606 4.979 -1.316  0.0242
11 O 1.194 -0.809 0.003  -0.3643
12 O 1.760 -1.318 2.854  0.0047
13 O 0.866 1.053 1.138  -0.3711
14 O -4.383 1.265 3.610  0.0193
15 O 0.327 -1.380 -5.710  0.0237
16 N 3.018 1.575 -2.317  0.0502
17 N 2.854 2.370 4.131  0.0480
18 N -5.632 -2.156 -0.775  -0.1708
19 N -0.434 0.104 -4.174  0.0238
20 N 0.386 -1.571 4.620  0.0454
21 N -2.595 1.264 2.230  0.0115
22 N -1.177 -4.610 -0.987  0.0273
23 N 3.650 -3.556 -0.105  0.0528
24 N -0.739 3.751 -1.747  0.0127
25 N 2.103 5.480 0.934  0.0226
26 C -5.405 -3.846 1.019  -0.0878
27 C 4.089 -2.282 -0.146  -0.4828
28 C -2.010 2.499 2.669  -0.0676
29 C -3.798 -0.552 -1.355  -0.0905
30 C 1.811 4.072 0.805  -0.0523
31 C -2.014 3.905 -1.377  -0.5519
32 C 5.155 2.235 -1.347  0.0280
33 C -3.696 0.710 2.758  -0.5527
34 C -4.063 -0.684 2.251  0.0005
35 C 1.566 1.759 4.379  -0.0446
36 C 3.758 1.884 3.279  -0.4967
37 C 4.782 -1.839 -1.409  0.0300
38 C 0.064 4.768 -2.388  -0.0620
39 C 3.777 1.623 -1.223  -0.5025
40 C 0.270 -0.969 -4.553  -0.5712
41 C -1.136 0.889 -5.175  -0.0638
42 C 2.689 -2.349 4.773  0.0302
43 C 3.011 -4.078 1.082  -0.0559
44 C -5.892 -3.556 -0.405  -0.2634
45 C -6.405 -1.803 -1.964  -0.2571
46 C 5.060 2.630 3.154  0.0381
47 C -0.792 -1.010 3.950  -0.0247
48 C -4.192 -1.974 -0.972  -0.2634
49 C -0.572 -3.385 -0.499  -0.0759
50 C 0.981 -1.746 -3.468  0.0077
51 C 1.557 -1.714 3.997  -0.5053
52 C 3.127 6.096 0.313  -0.5599
53 C -2.736 2.607 -1.026  -0.0004
54 C -1.369 -7.011 -1.197  -0.0060
55 C -6.233 -2.667 -3.222  -0.0860
56 C 3.421 1.763 -3.701  -0.0553
57 C -0.689 -5.803 -0.603  -0.5623
58 C 3.423 7.520 0.717  -0.0071
59 H -7.453 -1.719 -1.668  0.1138
60 H 5.045 3.223 -1.809  0.0839
61 H -1.080 -7.095 -2.249  0.0841
62 H -1.876 0.298 -5.714  0.0848
63 H -5.974 -3.245 1.726  0.0728
64 H 2.224 3.544 1.667  0.0725
65 H 2.794 -5.139 0.948  0.0853
66 H 5.863 1.906 3.259  0.0968
67 H -3.855 -2.695 -1.734  0.1033
68 H -1.456 2.498 3.610  0.0668
69 H -3.046 2.075 -1.923  0.0753
70 H 5.705 -1.339 -1.119  0.0929
71 H -1.638 1.701 -4.654  0.0796
72 H 5.095 3.412 3.913  0.0803
73 H -6.837 -2.274 -4.043  0.0710
74 H 1.144 1.266 3.505  0.0619
75 H 1.624 1.064 5.221  0.0905
76 H 1.616 6.025 1.624  0.1312
77 H 0.448 -2.675 -3.273  0.0787
78 H 4.307 1.156 -3.915  0.0838
79 H 3.938 -4.203 -0.816  0.1384
80 H -4.731 -0.573 1.396  0.0716
81 H 3.688 -4.070 1.940  0.0842
82 H -2.806 3.248 2.706  0.0925
83 H -0.863 -3.103 0.513  0.0887
84 H 4.184 -1.148 -2.004  0.0775
85 H 1.998 -1.947 -3.798  0.0808
86 H -1.877 -4.538 -1.701  0.1261
87 H 5.805 1.627 -1.972  0.0849
88 H 3.288 -1.570 5.254  0.0899
89 H 2.070 -3.586 1.309  0.0776
90 H -4.130 -0.224 -2.343  0.0691
91 H -5.190 -2.631 -3.534  0.0656
92 H -5.628 -4.893 1.254  0.0696
93 H -0.286 2.841 -1.662  0.0749
94 H 5.122 3.132 2.189  0.0872
95 H 2.817 7.909 1.542  0.0712
96 H -1.004 -0.007 4.322  0.0836
97 H -3.618 -2.193 -0.074  0.0799
98 H 1.012 -1.187 -2.529  0.0476
99 H 4.982 -2.671 -2.087  0.0812
100 H -6.110 -0.788 -2.236  0.0953
101 H -3.153 -1.195 1.928  0.0607
102 H -3.578 2.794 -0.367  0.0873
103 H -2.716 -0.413 -1.459  0.0537
104 H 2.216 3.621 -0.095  0.0745
105 H -1.339 2.829 1.873  0.0691
106 H -2.027 1.981 -0.479  0.0403
107 H 2.387 -3.009 5.587  0.0827
108 H -2.075 0.687 1.559  0.0647
109 H -5.416 -4.264 -1.100  0.1054
110 H -0.435 1.232 -5.939  0.0831
111 H 0.669 5.344 -1.679  0.0683
112 H 2.637 1.427 -4.373  0.0832
113 H 4.467 7.634 1.001  0.0821
114 H -1.655 -1.648 4.125  0.0926
115 H 0.837 2.514 4.677  0.0891
116 H 3.362 -2.862 4.092  0.0770
117 H -6.964 -3.760 -0.444  0.1164
118 H 3.232 8.234 -0.085  0.0852
119 H -2.454 -6.895 -1.205  0.0762
120 H -1.054 -7.898 -0.661  0.0794
121 H 0.705 4.279 -3.120  0.0786
122 H -0.578 -0.926 2.887  0.0761
123 H 3.091 3.178 4.676  0.1397
124 H 5.513 2.480 -0.351  0.0793
125 H -4.328 -3.767 1.133  0.0566
126 H -0.727 -2.531 -1.153  0.0651
127 H 2.023 1.402 -2.202  0.1031
128 H -0.536 5.552 -2.851  0.0843
129 H -4.572 -1.264 3.014  0.0814
130 H -6.606 -3.686 -3.107  0.0630
131 H 3.695 2.802 -3.903  0.0876
132 H 0.512 -3.515 -0.485  0.0682
133 H 0.350 -1.698 5.616  0.1425
134 H 0.740 3.880 0.762  0.0762
135 H -0.293 0.478 -3.247  0.0897
136 H -4.084 0.168 -0.589  0.0676

Forces on atoms 1 to 6 (eV/Å):
Zn 1.32 -0.31 0.11
S 0.06 -1.13 1.06
O 0.00 0.36 -0.19
O 0.23 -0.39 0.20
O 0.25 -0.19 -0.55
O -0.08 0.30 -0.13